Entry 1:
15
Properties=species:S:1:pos:R:3:forces:R:3 method="wB97M-V/def2-TZVPD" charge=+1 homo_ev="-10.031 / -15.428" multiplicity=3 mol_weight_g_mol=89.1 s_squared=2.0135 homo_lumo_gap_ev="6.34 / 9.65"
C 0.3750 -0.6758 1.5823 3.1 -3.5 0.5
C -0.5873 -0.7550 -0.6088 -0.7 -1.9 2.7
C 0.4465 0.8986 -1.9127 1.5 -2.3 -3.2
N 0.6299 0.0529 2.6570 -0.1 0.3 0.8
N -0.5883 -0.4191 0.7367 -0.7 1.2 -2.8
O -0.4862 1.8158 -1.8900 -1.7 1.4 0.6
H 0.9601 -1.6133 1.4304 -0.6 0.7 0.2
H -1.5611 -0.6101 -1.0987 0.8 0.0 0.0
H 0.1065 -1.6462 -0.7970 -1.1 1.6 -0.2
H 0.4094 0.2626 -2.8833 0.6 0.8 1.9
H 1.3899 0.9502 -1.3232 -1.1 0.6 -0.5
H 0.6945 -0.3712 3.5630 0.4 -0.2 0.2
H 0.5489 1.0390 2.6492 -0.3 0.9 0.1
H -1.0492 0.3887 1.1295 -1.3 0.3 -0.9
H -1.2470 1.6740 -2.5134 1.3 0.0 0.6

---

Entry 2:
16
Properties=species:S:1:pos:R:3:forces:R:3 method="wB97M-V/def2-TZVPD" smiles="CC(C)/[N+](O)=N/O" charge=+1 homo_ev=-15.846 mol_weight_g_mol=105.1 homo_lumo_gap_ev=10.93
C 1.4387 0.6069 -0.7393 0.7 -2.3 -2.8
C -0.9249 -0.2944 -1.3842 0.3 -1.0 1.2
C 0.3018 -0.3536 -0.4897 1.2 -2.6 0.3
N -0.7455 0.8443 1.2384 0.9 -0.7 -0.4
N -0.1049 -0.2067 0.9117 -2.9 5.0 -0.4
O -1.0100 0.8166 2.5154 0.6 -1.8 0.9
O 0.0897 -1.1193 1.7719 0.9 -3.4 0.9
H 2.3685 0.4095 -0.2086 -0.3 -0.1 0.3
H 1.6588 0.4146 -1.8546 -0.1 0.9 1.6
H 1.0573 1.5563 -0.5561 -0.3 2.0 0.0
H -0.5791 -0.5053 -2.3682 0.0 -1.0 -0.8
H -1.3436 0.6680 -1.5110 -0.5 1.2 0.5
H -1.6519 -1.0072 -0.9239 0.3 0.5 -1.1
H 0.7007 -1.4792 -0.4432 -0.7 2.2 -0.6
H -1.5304 1.5315 2.8840 -0.4 1.0 -0.9
H 0.2748 -1.8821 1.1574 0.1 0.0 1.4

---

Entry 3:
16
Properties=species:S:1:pos:R:3:forces:R:3 method="wB97M-V/def2-TZVPD" smiles="COC(=[NH2+])CON" charge=+1 homo_ev=-14.241 mol_weight_g_mol=105.1 homo_lumo_gap_ev=10.63
C -0.4678 0.4422 0.5182 -0.3 0.3 0.0
C 0.3296 -0.4413 -0.4330 0.6 1.0 0.6
C -1.5349 -1.7548 -1.1706 -0.9 -0.3 0.0
N 1.1728 2.0529 1.3523 -0.2 -0.7 -0.8
N 1.6038 -0.1773 -0.5221 -0.1 -0.3 -0.1
O 0.2442 0.9610 1.6099 0.3 0.1 0.5
O -0.1550 -1.3803 -1.1576 0.7 0.1 -0.1
H -0.9465 1.2356 -0.0797 0.1 -0.2 0.0
H -1.2625 -0.1452 0.9932 0.1 0.1 -0.2
H -2.1424 -0.9813 -1.6410 0.1 0.0 0.0
H -1.9034 -1.9678 -0.1663 0.1 0.0 -0.1
H -1.5674 -2.6639 -1.7700 0.0 0.2 0.1
H 1.7844 2.0199 2.1661 -0.2 0.0 0.0
H 2.2113 -0.7099 -1.1330 -0.1 0.0 0.0
H 0.6450 2.9252 1.3977 -0.1 -0.2 0.1
H 1.9889 0.5851 0.0361 -0.2 0.0 -0.1

---

Entry 4:
16
Properties=species:S:1:pos:R:3:forces:R:3 method="wB97M-V/def2-TZVPD" charge=+1 homo_ev="-14.641 / -15.170" mol_weight_g_mol=105.1 homo_lumo_gap_ev="8.57 / 7.86"
C 0.8750 -1.9022 0.1094 1.8 -1.6 -0.3
C -3.1324 0.4586 0.2899 1.1 -2.3 -3.6
C 2.5552 0.7460 0.3255 2.3 -1.5 1.6
N -1.0490 -0.6212 0.3552 0.4 0.1 -0.7
N 0.1421 -0.7450 0.2025 -3.3 2.7 0.1
O -1.6265 0.5634 0.3431 -0.2 0.1 0.2
O 1.3052 1.0971 0.1604 -1.3 0.0 -0.5
H 0.3862 -2.7962 -0.3351 0.1 0.9 0.2
H 1.1686 -2.0616 1.1202 0.4 -0.9 0.9
H 1.8141 -1.6196 -0.3851 -0.4 -0.5 -0.3
H -3.5300 1.2994 -0.2484 0.5 0.6 0.0
H -3.5609 0.3547 1.2163 -0.5 -0.2 2.4
H -3.3374 -0.4544 -0.3769 0.2 1.3 1.2
H 2.8675 0.5485 1.3888 -0.7 -0.2 -0.1
H 3.2669 1.5744 0.2885 -0.1 0.9 -0.7
H 2.9834 -0.0830 -0.2635 -0.3 0.4 -0.4

---

Entry 5:
16
Properties=species:S:1:pos:R:3:forces:R:3 method="wB97M-V/def2-TZVPD" charge=-1 homo_ev=-3.101 mol_weight_g_mol=121.2 homo_lumo_gap_ev=6.87
C -0.4039 -0.8519 1.9347 -1.0 0.2 -0.7
C 0.7349 0.0078 1.4158 0.3 0.3 0.2
S 0.2312 1.7099 0.9798 0.0 0.0 0.3
N -1.5212 -1.0321 0.9881 0.2 -0.6 -0.2
H -0.8761 -0.3722 2.7971 0.4 -0.2 0.3
H -0.0464 -1.8585 2.1747 0.1 0.1 0.3
H 1.1954 -0.4658 0.5435 -0.1 -0.1 -0.1
H 1.5055 0.0328 2.1988 0.0 0.1 -0.1
H -1.1215 -1.2874 0.0867 -0.1 0.1 0.0
H -1.9790 -0.1450 0.8281 0.2 0.3 0.0
C 0.2820 0.1447 -2.5952 0.0 -0.2 -0.1
N 0.6130 1.3045 -2.0269 -0.1 -0.2 0.6
O 0.1580 -0.9354 -2.0390 -0.1 -0.1 0.1
H 0.1208 0.2080 -3.6940 0.1 0.1 0.0
H 0.5090 1.4635 -0.9279 0.1 0.0 -0.9
H 0.5984 2.0771 -2.6642 0.0 0.4 0.1

---

Entry 6:
15
Properties=species:S:1:pos:R:3:forces:R:3 method="wB97M-V/def2-TZVPD" charge=+1 homo_ev=-14.426 mol_weight_g_mol=105.2 homo_lumo_gap_ev=9.28
C -1.0911 0.0627 0.6190 3.1 2.0 1.0
C 0.3063 1.8646 0.4828 1.3 3.8 1.0
C 0.3260 -0.5590 0.9033 -1.6 -1.6 -1.3
N 0.4462 -1.6768 -1.2735 0.3 2.7 -1.7
N -0.6998 1.2362 -0.1912 -0.7 -1.3 -0.9
S 1.6599 0.3538 0.8453 -0.9 0.9 0.6
H -1.8554 -0.5588 0.2948 -0.8 -1.4 -1.5
H -1.4997 0.3614 1.5954 0.4 0.6 0.0
H 0.7557 2.7476 -0.1150 -0.3 -1.9 0.9
H 0.1077 2.3164 1.5753 0.1 -1.5 -2.4
H 0.3076 -1.6436 0.9652 0.5 0.3 1.0
H 0.1655 -2.5615 -0.9567 -0.2 -1.5 -0.2
H 0.0021 -1.3719 -2.1729 0.4 -0.9 1.2
H 1.4594 -1.5467 -1.3786 -0.6 -0.6 0.1
H -0.3905 0.9756 -1.1933 -1.0 0.5 2.2